1.
The following is a DFT calculation (ωB97M-V/def2-TZVPD) of a 6-piece molecular cluster, C18H51N3O6 overall.

Calculated values
Spin multiplicity: 1
E_LUMO in eV: 0.668
Frontier orbital gap in Eh: 0.352
Total charge: 0
HOMO level in eV: -8.92
SMILES string: COC[C@H](C)N.COC[C@H](C)N.COC[C@H](C)N.CCO.CCO.CCO

```
78
C18H51N3O6 (ωB97M-V/def2-TZVPD)
C 6.534 3.636 -3.347
O 5.589 4.036 -2.346
C 5.963 3.698 -1.057
C 4.733 3.725 -0.136
C 3.868 2.543 -0.438
N 3.813 4.898 -0.361
H 7.577 3.930 -3.231
H 6.235 4.148 -4.262
H 6.425 2.570 -3.549
H 6.484 2.741 -1.041
H 6.713 4.418 -0.728
H 5.029 3.592 0.904
H 4.495 1.654 -0.361
H 3.656 2.513 -1.507
H 3.036 2.564 0.266
H 4.330 5.763 -0.428
H 3.529 4.703 -1.310
C 1.541 1.481 -5.094
O 0.128 1.365 -4.657
C 0.118 0.877 -3.311
C -1.292 0.823 -2.616
C -1.523 1.846 -1.544
N -1.681 -0.433 -2.087
H 1.616 1.453 -6.181
H 2.105 0.581 -4.847
H 2.030 2.400 -4.771
H 0.365 -0.176 -3.448
H 0.676 1.583 -2.696
H -1.944 0.960 -3.479
H -0.762 1.834 -0.764
H -2.355 1.517 -0.922
H -1.757 2.831 -1.949
H -0.833 -0.740 -1.633
H -1.492 -1.044 -2.868
C -2.711 -3.007 3.648
O -3.239 -4.311 3.368
C -2.353 -5.187 2.740
C -3.093 -6.607 2.783
C -2.257 -7.772 2.301
N -4.304 -6.481 1.969
H -2.265 -2.450 2.824
H -1.919 -2.939 4.393
H -3.597 -2.460 3.970
H -2.246 -4.994 1.672
H -1.461 -5.225 3.366
H -3.459 -6.769 3.797
H -2.107 -7.825 1.223
H -2.700 -8.708 2.641
H -1.253 -7.653 2.709
H -4.074 -5.877 1.193
H -5.069 -6.123 2.523
C -4.889 -3.485 0.388
C -3.442 -3.105 -0.096
O -3.097 -1.794 0.350
H -4.984 -3.341 1.465
H -5.179 -4.532 0.301
H -5.681 -2.899 -0.079
H -3.481 -3.138 -1.185
H -2.608 -3.737 0.212
H -3.261 -1.202 -0.387
C 1.051 0.748 1.394
C 0.285 -0.565 1.468
O -0.142 -0.791 0.107
H 1.289 1.025 2.421
H 0.567 1.509 0.781
H 1.990 0.347 1.012
H -0.548 -0.648 2.167
H 0.884 -1.395 1.843
H -1.017 -1.186 0.123
C -0.694 4.387 2.482
C -0.236 5.536 1.583
O 0.184 5.017 0.334
H -0.970 4.656 3.502
H 0.135 3.689 2.593
H -1.558 3.886 2.045
H 0.511 6.055 2.184
H -1.079 6.202 1.398
H 1.128 4.854 0.276
```

Atom charges from the Mulliken analysis, given in e for atoms 1 to 8: number 1, C, carries -0.857; number 2, O, carries -0.281; number 3, C, carries -0.757; number 4, C, carries 0.083; number 5, C, carries -1.089; number 6, N, carries -0.647; number 7, H, carries 0.334; number 8, H, carries 0.266

=====

2.
The following is a DFT calculation (ωB97M-V/def2-TZVPD) of C25H20HoN6O5S2 as an isolated structure.

Calculated values
⟨S²⟩: 6.00
Spin multiplicity: 5
E_LUMO (alpha / beta) in eV: -4.588 / -4.870
Frontier orbital gap (alpha / beta) in Eh: 0.228 / 0.218
Total charge: +1
HOMO level (alpha / beta) in eV: -10.80 / -10.80

```
59
C25H20HoN6O5S2 (ωB97M-V/def2-TZVPD)
Ho 0.078 0.473 -0.388
O 0.299 4.632 -1.792
C 0.007 3.611 -1.236
N 0.888 2.586 -0.861
C 2.206 2.959 -0.647
O 2.689 4.055 -0.586
C 3.082 1.755 -0.433
C 4.466 1.845 -0.893
C 5.271 0.788 -0.853
C 4.813 -0.522 -0.307
C 3.328 -0.494 0.146
N 2.539 0.733 0.120
C -1.424 3.330 -0.896
C -2.259 4.415 -0.768
C -3.597 4.198 -0.477
C -4.045 2.895 -0.380
C -3.139 1.864 -0.521
N -1.829 2.051 -0.744
H 4.786 2.810 -1.264
H 6.297 0.862 -1.202
H 5.514 -0.876 0.450
H 3.164 -1.003 1.090
H -1.842 5.403 -0.899
H -4.272 5.030 -0.318
H -5.073 2.657 -0.143
H -3.482 0.851 -0.396
N -1.649 -1.227 -1.152
C -2.392 -1.131 0.105
C -3.736 -1.438 0.152
C -4.499 -1.067 1.250
C -3.923 -0.365 2.306
C -2.542 -0.213 2.342
C -1.776 -0.598 1.253
S -4.918 0.822 3.273
O -4.866 1.912 2.299
O -4.144 1.048 4.466
O -6.208 0.207 3.425
H -2.292 -0.979 -1.895
H -1.379 -2.188 -1.326
H -4.202 -1.904 -0.712
H -5.570 -1.248 1.274
H -2.100 0.252 3.219
H -0.692 -0.568 1.358
N -0.845 -3.685 0.843
C 0.397 -3.452 0.352
N 0.835 -2.312 -0.166
C 2.137 -2.516 -0.620
C 2.942 -1.368 -1.057
C 4.447 -1.616 -1.372
C 4.924 -3.016 -1.092
C 4.117 -3.993 -0.686
C 2.697 -3.714 -0.429
S 1.533 -4.756 0.311
H -1.412 -2.911 1.146
H -1.007 -4.554 1.325
H 2.443 -0.780 -1.833
H 4.738 -1.341 -2.387
H 5.977 -3.218 -1.264
H 4.498 -4.993 -0.513
```

Atom charges from the Mulliken analysis, given in e for atoms 1 to 8: number 1, Ho, carries 1.045; number 2, O, carries -0.519; number 3, C, carries 0.073; number 4, N, carries -0.088; number 5, C, carries 0.138; number 6, O, carries -0.524; number 7, C, carries 0.865; number 8, C, carries -0.819

=====

no.,electronic energy (hartree)
1,-1331.93015
2,-3413.62140